1.
The following is a DFT calculation (the ωB97M-V functional and the def2-TZVPD basis) of C22H39F9HfO13S3 as an isolated structure.

Output
Total charge = +2
Highest occupied orbital energy = -13.81 eV
HOMO-LUMO gap = 9.0870 eV
Lowest unoccupied orbital energy = -4.72 eV

Structure (XYZ):
```
87
C22H39F9HfO13S3, DFT the ωB97M-V functional and the def2-TZVPD basis
Hf 2.04 -3.39 -0.68
C 0.65 -0.01 0.77
C 1.33 -1.17 0.27
O 2.19 -1.18 -0.65
O 1.11 -2.31 0.89
H 1.36 0.85 0.78
H 0.31 -0.20 1.81
H -0.14 0.41 0.16
C 1.02 -7.44 -0.38
C 1.32 -5.94 -0.64
O 0.82 -5.01 0.04
O 2.26 -5.49 -1.42
H 0.20 -7.59 0.40
H 1.96 -7.89 0.01
H 0.74 -7.93 -1.31
C -3.06 5.24 5.56
C -4.02 4.12 5.39
O -3.16 2.88 5.13
C -3.24 2.42 3.90
O -3.96 2.74 3.00
C -2.05 1.36 3.73
F -0.96 1.78 4.37
F -2.41 0.25 4.26
F -1.77 1.21 2.43
H -2.05 4.94 6.03
H -3.49 6.13 6.04
H -2.73 5.55 4.57
H -4.74 4.39 4.63
H -4.51 3.87 6.30
C -3.80 7.23 -0.52
C -3.45 6.17 0.55
O -2.18 6.53 1.10
C -1.50 5.57 1.74
O -1.86 4.40 1.89
C -0.08 6.02 2.33
F 0.64 4.96 2.56
F 0.57 6.88 1.54
F -0.24 6.70 3.50
H -2.95 7.30 -1.25
H -3.96 8.22 -0.16
H -4.65 6.93 -1.13
H -3.40 5.16 0.18
H -4.06 6.10 1.45
C 1.43 2.99 -3.29
C 0.10 3.54 -3.78
O -0.92 3.43 -2.73
C -1.36 2.20 -2.59
O -0.93 1.16 -3.04
C -2.68 2.15 -1.81
F -2.54 2.70 -0.63
F -3.65 2.77 -2.53
F -3.01 0.85 -1.63
H 2.25 3.17 -3.94
H 1.41 1.93 -3.15
H 1.71 3.56 -2.35
H -0.25 2.99 -4.62
H 0.00 4.55 -3.95
C 5.17 -3.02 -4.65
S 4.85 -3.74 -3.02
O 3.42 -3.26 -2.66
C 4.65 -5.48 -3.47
H 5.57 -2.04 -4.60
H 4.29 -2.99 -5.24
H 5.93 -3.67 -5.12
H 3.98 -5.63 -4.34
H 4.35 -6.00 -2.56
H 5.59 -5.91 -3.69
C 3.72 -5.97 2.48
S 3.91 -4.23 2.17
O 3.47 -4.01 0.73
C 2.55 -3.84 3.32
H 4.19 -6.54 1.67
H 2.71 -6.23 2.39
H 4.11 -6.21 3.48
H 2.98 -3.95 4.34
H 1.71 -4.55 3.19
H 2.24 -2.84 3.08
C -1.20 -2.05 -3.73
S -0.66 -3.50 -2.81
O 0.43 -3.07 -1.81
C -2.19 -3.62 -1.76
H -2.17 -2.44 -4.10
H -0.50 -1.76 -4.49
H -1.46 -1.23 -3.03
H -2.29 -4.70 -1.64
H -3.05 -3.18 -2.34
H -1.96 -3.05 -0.92
```



2.
The following is a DFT calculation (the ωB97M-V functional and the def2-TZVPD basis) of C5H8Cl2Si in the gas phase.

Output
Relative energy (zero: lowest compared OMol25 entry of this formula, charge and spin) = 5.1 kcal/mol
Highest occupied orbital energy = -9.63 eV
HOMO-LUMO gap = 10.3679 eV
Lowest unoccupied orbital energy = 0.74 eV

Structure (XYZ):
```
16
C5H8Cl2Si, DFT the ωB97M-V functional and the def2-TZVPD basis
C -0.53 0.63 1.73
C 0.51 -0.09 0.87
C 0.61 0.47 -0.55
C 0.26 -0.20 -1.62
C -0.08 -1.66 -1.47
Si 0.15 -1.91 0.44
Cl 1.77 -3.07 0.79
Cl -1.45 -2.56 1.42
H -1.53 0.49 1.50
H -0.63 1.78 1.85
H -0.37 0.25 2.80
H 1.35 0.16 1.57
H 0.87 1.50 -0.71
H 0.03 0.13 -2.66
H -1.09 -1.90 -1.82
H 0.75 -2.16 -2.00
```



3.
The following is a DFT calculation (the ωB97M-V functional and the def2-TZVPD basis) of a 2-piece molecular cluster, C3H6N4O overall.

Output
Relative energy (zero: lowest compared OMol25 entry of this formula, charge and spin) = 207.4 kcal/mol
Highest occupied orbital energy = -9.36 eV
HOMO-LUMO gap = 6.2362 eV
Lowest unoccupied orbital energy = -3.12 eV

Structure (XYZ):
```
14
C3H6N4O, DFT the ωB97M-V functional and the def2-TZVPD basis
C -1.86 0.37 0.06
C -0.27 0.43 0.17
C 1.77 0.99 -0.33
H -2.60 -1.18 -1.30
H -1.85 -1.63 0.33
H -2.17 1.13 -0.78
H -2.40 0.54 1.11
H 2.60 1.59 -0.26
H 3.81 -0.64 1.17
N -2.48 -0.93 -0.16
N 0.58 1.55 -0.04
N 1.78 -0.30 0.01
N 0.40 -0.66 0.27
O 2.69 -1.26 -0.25
```



4.
The following is a DFT calculation (the ωB97M-V functional and the def2-TZVPD basis) of C35H25F3N12O2S2Tc as an isolated structure.

Output
Relative energy (zero: lowest compared OMol25 entry of this formula, charge and spin) = 44.9 kcal/mol
Spin multiplicity = 4
Highest occupied orbital energy (spin up / spin down) = -7.89 / -7.89 eV
HOMO-LUMO gap (spin up / spin down) = 6.8617 / 5.9348 eV
Lowest unoccupied orbital energy (spin up / spin down) = -1.02 / -1.95 eV

Structure (XYZ):
```
80
C35H25F3N12O2S2Tc, DFT the ωB97M-V functional and the def2-TZVPD basis
Tc 1.96 -1.67 -1.84
F 3.80 -6.57 1.43
C 3.76 -5.18 1.55
F 3.84 -4.91 2.90
F 4.87 -4.63 0.97
C 2.50 -4.63 0.96
C 1.31 -5.18 1.35
C 0.11 -4.45 1.15
C 0.17 -3.34 0.37
N 1.31 -3.02 -0.31
C 2.51 -3.63 -0.02
S 3.80 -2.91 -0.96
H 1.36 -6.13 1.89
H -0.93 -4.72 1.51
H -0.61 -2.53 0.31
S 4.51 1.66 0.03
C 3.49 1.09 1.37
C 3.73 1.06 2.79
C 2.83 0.43 3.62
C 1.69 -0.21 3.11
C 1.46 -0.29 1.76
C 2.38 0.28 0.87
N 2.41 0.11 -0.53
C 3.51 0.76 -1.08
C 3.68 0.53 -2.49
C 4.48 1.37 -3.30
C 4.72 0.99 -4.62
C 4.18 -0.19 -5.16
C 3.46 -1.04 -4.34
C 3.14 -0.68 -3.04
H 4.60 1.65 3.18
H 3.05 0.58 4.67
H 0.91 -0.75 3.75
H 0.58 -0.73 1.26
H 4.94 2.25 -2.80
H 5.32 1.60 -5.24
H 4.32 -0.37 -6.26
H 2.91 -1.89 -4.70
N -1.02 -2.36 -3.81
C -0.06 -3.40 -3.68
N -0.24 -4.66 -4.12
N 0.93 -5.29 -3.83
N 1.81 -4.44 -3.30
N 1.17 -3.21 -3.15
C -0.71 -1.03 -3.52
N -1.52 0.01 -3.89
N -0.96 1.07 -3.27
N 0.20 0.76 -2.79
N 0.40 -0.58 -2.83
H -1.80 -2.60 -4.35
C -3.28 6.80 2.40
O -2.66 5.50 2.41
C -3.17 4.49 3.20
C -3.41 4.64 4.54
C -3.88 3.58 5.26
C -3.80 2.31 4.67
C -3.45 2.17 3.36
C -2.95 3.23 2.64
N -2.24 3.14 1.42
C -2.14 2.03 0.64
C -3.10 1.28 0.01
C -4.41 1.74 -0.25
C -5.28 1.03 -1.01
C -4.86 -0.26 -1.54
C -3.68 -0.80 -1.21
C -2.65 -0.01 -0.56
O -1.40 -0.34 -0.57
H -3.74 7.03 3.35
H -4.04 6.75 1.55
H -2.46 7.50 2.04
H -3.12 5.55 4.98
H -4.22 3.74 6.30
H -3.97 1.48 5.35
H -3.50 1.18 2.91
H -1.74 3.97 1.17
H -1.13 1.67 0.40
H -4.72 2.75 0.09
H -6.24 1.44 -1.37
H -5.55 -0.73 -2.32
H -3.45 -1.85 -1.43
```



5.
The following is a DFT calculation (the ωB97M-V functional and the def2-TZVPD basis) of C14H16HgN4O2 as an isolated structure.

Output
Relative energy (zero: lowest compared OMol25 entry of this formula, charge and spin) = 0.0 kcal/mol
Total charge = +1
Spin multiplicity = 2
Highest occupied orbital energy (spin up / spin down) = -11.57 / -12.76 eV
HOMO-LUMO gap (spin up / spin down) = 8.7636 / 7.4976 eV
Lowest unoccupied orbital energy (spin up / spin down) = -2.81 / -5.26 eV

Structure (XYZ):
```
37
C14H16HgN4O2, DFT the ωB97M-V functional and the def2-TZVPD basis
Hg 1.88 1.62 0.96
C 1.25 0.50 -3.75
C 1.22 1.39 -2.54
O 1.93 1.18 -1.57
N 0.35 2.43 -2.60
C 0.23 3.45 -1.57
C -0.87 3.14 -0.58
C -2.12 3.75 -0.67
C -3.12 3.37 0.21
C -2.86 2.40 1.16
C -1.58 1.87 1.21
N -0.61 2.23 0.36
H 2.15 -0.10 -3.73
H 1.22 1.07 -4.68
H 0.39 -0.18 -3.73
H -0.23 2.52 -3.42
H 0.04 4.41 -2.06
H 1.18 3.51 -1.04
H -2.29 4.52 -1.41
H -4.10 3.83 0.15
H -3.62 2.06 1.85
H -1.31 1.13 1.96
N 0.56 -5.76 2.59
C -0.01 -4.94 1.69
O -0.94 -5.27 0.99
C 0.55 -3.53 1.58
C -0.10 -2.68 0.71
C 0.33 -1.37 0.60
N 1.35 -0.90 1.32
C 2.00 -1.72 2.14
C 1.64 -3.05 2.30
H 0.18 -6.69 2.68
H 1.35 -5.53 3.16
H -0.94 -3.05 0.14
H -0.15 -0.67 -0.08
H 2.83 -1.30 2.70
H 2.21 -3.66 2.98
```



6.
The following is a DFT calculation (the ωB97M-V functional and the def2-TZVPD basis) of C18H27ClNTl as an isolated structure.

Output
Total charge = +2
Highest occupied orbital energy (spin up / spin down) = -15.06 / -15.06 eV
HOMO-LUMO gap (spin up / spin down) = 5.7956 / 5.8496 eV
Lowest unoccupied orbital energy (spin up / spin down) = -9.26 / -9.21 eV

Structure (XYZ):
```
48
C18H27ClNTl, DFT the ωB97M-V functional and the def2-TZVPD basis
C 1.47 2.43 -0.14
H 1.80 3.23 0.56
H 1.81 2.38 -1.21
H 2.17 1.59 0.22
C -0.05 2.83 -0.60
H -0.49 2.08 -1.33
H -0.80 2.95 0.25
C -0.06 4.20 -1.39
H -1.10 4.54 -1.58
H 0.35 5.02 -0.73
H 0.38 4.06 -2.43
C -0.85 -2.10 -1.04
C -1.25 -1.04 -1.89
C -0.08 -0.44 -2.43
C 1.05 -1.13 -1.90
C 0.58 -2.18 -1.06
C 1.41 -3.13 -0.28
C 2.46 -0.89 -2.28
C -0.03 0.65 -3.43
C -2.65 -0.70 -2.20
C -1.74 -2.98 -0.25
Tl 1.05 -0.07 1.12
H 3.15 -1.20 -1.48
H 2.70 -1.53 -3.16
H 2.64 0.16 -2.58
H 2.41 -2.71 -0.09
H 0.94 -3.39 0.69
H 1.50 -4.05 -0.90
H -2.72 -2.51 -0.09
H -1.89 -3.90 -0.84
H -1.30 -3.26 0.72
H -2.73 0.28 -2.69
H -3.07 -1.43 -2.91
H -3.28 -0.74 -1.31
H 0.69 1.42 -3.13
H 0.33 0.28 -4.41
H -1.02 1.08 -3.60
Cl -3.82 2.13 4.51
C -2.80 0.85 3.99
C -2.54 -0.26 4.80
C -1.66 -1.29 4.48
C -1.06 -1.13 3.22
N -1.29 -0.07 2.47
C -2.04 0.95 2.83
H -3.00 -0.22 5.77
H -1.44 -2.18 5.06
H -0.31 -1.82 2.77
H -2.05 1.78 2.15
```



Copy entry 4 word for word.
The following is a DFT calculation (the ωB97M-V functional and the def2-TZVPD basis) of C35H25F3N12O2S2Tc as an isolated structure.

Output
Relative energy (zero: lowest compared OMol25 entry of this formula, charge and spin) = 44.9 kcal/mol
Spin multiplicity = 4
Highest occupied orbital energy (spin up / spin down) = -7.89 / -7.89 eV
HOMO-LUMO gap (spin up / spin down) = 6.8617 / 5.9348 eV
Lowest unoccupied orbital energy (spin up / spin down) = -1.02 / -1.95 eV

Structure (XYZ):
```
80
C35H25F3N12O2S2Tc, DFT the ωB97M-V functional and the def2-TZVPD basis
Tc 1.96 -1.67 -1.84
F 3.80 -6.57 1.43
C 3.76 -5.18 1.55
F 3.84 -4.91 2.90
F 4.87 -4.63 0.97
C 2.50 -4.63 0.96
C 1.31 -5.18 1.35
C 0.11 -4.45 1.15
C 0.17 -3.34 0.37
N 1.31 -3.02 -0.31
C 2.51 -3.63 -0.02
S 3.80 -2.91 -0.96
H 1.36 -6.13 1.89
H -0.93 -4.72 1.51
H -0.61 -2.53 0.31
S 4.51 1.66 0.03
C 3.49 1.09 1.37
C 3.73 1.06 2.79
C 2.83 0.43 3.62
C 1.69 -0.21 3.11
C 1.46 -0.29 1.76
C 2.38 0.28 0.87
N 2.41 0.11 -0.53
C 3.51 0.76 -1.08
C 3.68 0.53 -2.49
C 4.48 1.37 -3.30
C 4.72 0.99 -4.62
C 4.18 -0.19 -5.16
C 3.46 -1.04 -4.34
C 3.14 -0.68 -3.04
H 4.60 1.65 3.18
H 3.05 0.58 4.67
H 0.91 -0.75 3.75
H 0.58 -0.73 1.26
H 4.94 2.25 -2.80
H 5.32 1.60 -5.24
H 4.32 -0.37 -6.26
H 2.91 -1.89 -4.70
N -1.02 -2.36 -3.81
C -0.06 -3.40 -3.68
N -0.24 -4.66 -4.12
N 0.93 -5.29 -3.83
N 1.81 -4.44 -3.30
N 1.17 -3.21 -3.15
C -0.71 -1.03 -3.52
N -1.52 0.01 -3.89
N -0.96 1.07 -3.27
N 0.20 0.76 -2.79
N 0.40 -0.58 -2.83
H -1.80 -2.60 -4.35
C -3.28 6.80 2.40
O -2.66 5.50 2.41
C -3.17 4.49 3.20
C -3.41 4.64 4.54
C -3.88 3.58 5.26
C -3.80 2.31 4.67
C -3.45 2.17 3.36
C -2.95 3.23 2.64
N -2.24 3.14 1.42
C -2.14 2.03 0.64
C -3.10 1.28 0.01
C -4.41 1.74 -0.25
C -5.28 1.03 -1.01
C -4.86 -0.26 -1.54
C -3.68 -0.80 -1.21
C -2.65 -0.01 -0.56
O -1.40 -0.34 -0.57
H -3.74 7.03 3.35
H -4.04 6.75 1.55
H -2.46 7.50 2.04
H -3.12 5.55 4.98
H -4.22 3.74 6.30
H -3.97 1.48 5.35
H -3.50 1.18 2.91
H -1.74 3.97 1.17
H -1.13 1.67 0.40
H -4.72 2.75 0.09
H -6.24 1.44 -1.37
H -5.55 -0.73 -2.32
H -3.45 -1.85 -1.43
```